1.
{"formula": "C10H12ClN", "method": "ωB97M-V/def2-TZVPD", "species": ["N", "C", "C", "C", "C", "C", "C", "C", "C", "C", "C", "Cl", "H", "H", "H", "H", "H", "H", "H", "H", "H", "H", "H", "H"], "positions_angstrom": [[-3.0377, -0.1828, -1.8193], [-1.7214, -0.4697, -1.1526], [-1.9037, 0.0997, 0.2822], [-1.3873, 1.3357, 0.8646], [-0.7241, 0.0240, 1.2445], [0.6200, -0.2079, 0.7983], [1.0518, -1.2375, -0.0958], [2.3560, -1.1934, -0.5572], [3.2967, -0.2803, -0.1656], [2.9739, 0.6182, 0.8052], [1.6618, 0.6676, 1.2438], [1.1514, 1.9198, 2.3559], [-3.2037, 0.7942, -1.8119], [-3.0706, -0.4737, -2.7787], [-1.5625, -1.5511, -0.9661], [-0.8246, -0.1835, -1.7373], [-2.9166, -0.0980, 0.6027], [-1.8401, 1.8517, 1.6778], [-0.8569, 2.0513, 0.2067], [-1.0157, -0.3485, 2.2317], [0.4417, -2.0657, -0.4579], [2.5683, -2.0184, -1.2208], [4.2189, -0.4094, -0.6731], [3.7245, 1.3577, 1.1229]], "forces_ev_per_a": [[1.1, -1.3, 0.4], [-1.1, 0.4, 0.5], [0.3, -1.0, -1.1], [1.7, 1.2, -0.9], [-2.6, 0.2, 0.6], [2.9, -0.7, -1.0], [0.0, 1.3, 1.0], [-1.2, -1.5, -0.3], [-0.3, -1.1, -0.5], [0.4, 1.5, 0.3], [-1.4, -0.4, -0.1], [0.7, 0.0, 0.1], [-0.1, 1.0, 0.1], [0.1, -0.2, -0.4], [-0.7, 0.4, -0.5], [-0.4, 0.5, 0.5], [0.1, -0.8, 0.4], [-0.9, 0.1, 0.3], [0.0, -0.7, 0.5], [0.4, 0.2, -0.1], [-0.2, 0.5, 0.3], [0.6, 0.2, -0.3], [1.1, 0.5, 0.1], [-0.6, -0.4, 0.1]], "smiles": "NC[C@@H]1C[C@@H]1c1ccccc1Cl", "largest_force_ev_per_a": 3.2, "homo_lumo_gap_ev": 9.829, "energy_ha": -903.138750, "e_lumo_ev": 0.88}

=====

2.
{"formula": "C10H12ClNO3Os", "method": "ωB97M-V/def2-TZVPD", "species": ["Cl", "C", "C", "C", "H", "C", "C", "H", "H", "H", "C", "Os", "C", "O", "C", "O", "H", "H", "H", "C", "C", "N", "O", "H", "H", "H", "H", "H"], "positions_angstrom": [[-1.9309, -0.9563, 1.9554], [-0.6742, -1.4222, -1.8801], [-0.1175, -0.2302, -2.3937], [-0.9747, 0.8447, -2.0386], [0.8013, -0.1465, -2.9490], [-2.0590, 0.3214, -1.2923], [-1.8773, -1.0850, -1.2222], [-2.4971, -1.7555, -0.6554], [-0.2541, -2.4100, -1.9686], [-0.8221, 1.8828, -2.2837], [-3.2101, 1.0788, -0.7298], [0.0000, 0.0000, 0.0000], [-0.1367, 1.4281, 1.3295], [-0.1699, 2.3283, 2.0702], [1.0388, -1.2299, 1.1173], [1.5945, -1.9710, 1.8262], [-2.9043, 2.0721, -0.4057], [-3.6169, 0.5497, 0.1302], [-4.0065, 1.1974, -1.4695], [2.8169, 1.6760, 0.9692], [2.8300, 0.9380, -0.3385], [3.9649, 0.9439, -1.0787], [1.8586, 0.3165, -0.7730], [3.8123, 2.1161, 1.1889], [2.5635, 0.9892, 1.8020], [2.1092, 2.5235, 0.9108], [4.0032, 0.4427, -1.9789], [4.8083, 1.4447, -0.7621]], "forces_ev_per_a": [[-0.3, -0.2, 0.2], [0.9, -0.1, 0.8], [-0.1, 0.2, -0.9], [0.8, 0.1, 0.3], [-0.1, 0.0, -0.1], [-0.4, 0.3, 0.4], [-0.1, 0.0, 0.5], [-0.3, -0.2, -0.1], [0.0, -0.1, -0.1], [-0.1, 0.1, -0.1], [0.0, 0.1, 0.2], [-4.2, -0.9, -1.3], [0.1, 4.2, 3.6], [-0.1, -3.7, -2.9], [2.7, -3.8, 4.3], [-2.2, 3.1, -3.1], [-0.1, 0.1, -0.1], [-0.2, 0.0, 0.0], [0.1, -0.1, 0.0], [0.7, 0.5, 0.2], [3.9, 1.1, -0.2], [-0.7, 0.2, 0.7], [0.8, -0.4, -2.1], [-0.6, -0.3, -0.1], [0.0, 0.4, -0.5], [0.3, -0.5, 0.1], [-0.1, 0.4, 0.8], [-0.8, -0.5, -0.3]], "charge": 2, "largest_force_ev_per_a": 6.3, "homo_lumo_gap_ev": [7.060, 5.895], "energy_ha": -1218.843848, "e_lumo_ev": [-8.07, -11.66], "multiplicity": 5, "s_squared": 6.022}

=====

3.
{"formula": "C10H12ClNO4S2", "method": "ωB97M-V/def2-TZVPD", "species": ["C", "N", "C", "C", "Cl", "H", "H", "H", "H", "H", "H", "H", "C", "C", "C", "C", "C", "C", "S", "O", "O", "C", "S", "O", "O", "H", "H", "H", "H", "H"], "positions_angstrom": [[-2.5123, 0.5074, 0.7002], [-1.1915, -0.1209, 0.8270], [-1.1368, -1.5888, 0.7111], [-0.1336, 0.6374, 0.9595], [1.4574, 0.0661, 1.0035], [-3.2607, -0.2878, 0.6642], [-2.6888, 1.1651, 1.5585], [-2.5758, 1.1196, -0.2087], [-2.1740, -1.9265, 0.6715], [-0.6145, -1.9070, -0.1972], [-0.6279, -2.0225, 1.5755], [-0.2403, 1.7238, 0.9000], [3.0414, 1.8578, 8.7954], [1.8521, 1.6036, 8.1163], [1.8818, 1.5029, 6.7275], [3.0607, 1.6597, 6.0340], [4.2540, 1.9225, 6.7028], [4.2380, 2.0158, 8.0928], [2.9157, 1.4794, 4.2433], [3.1056, 2.7827, 3.6469], [3.7337, 0.3486, 3.8571], [1.2747, 1.0479, 4.2354], [0.4428, 1.1393, 5.6991], [-0.0437, -0.1671, 6.0839], [-0.4241, 2.2985, 5.7297], [3.0336, 1.9360, 9.8796], [0.9124, 1.4823, 8.6459], [5.1719, 2.0500, 6.1385], [5.1621, 2.2165, 8.6301], [0.7833, 0.7334, 3.3300]], "forces_ev_per_a": [[-0.4, 0.6, 0.1], [1.4, 0.6, 0.0], [0.0, -0.2, 0.2], [-0.2, -0.6, -0.7], [-0.9, 0.0, 0.0], [0.1, 0.4, 0.1], [0.0, -0.3, -0.1], [0.1, -0.3, 0.1], [0.4, -0.1, 0.1], [0.0, 0.3, 0.1], [-0.1, 0.1, -0.1], [-0.1, -0.3, 0.4], [-0.1, 0.0, -0.1], [0.1, 0.0, -0.2], [-0.3, 0.0, 0.1], [0.3, 0.1, -0.2], [-0.2, 0.0, 0.0], [-0.1, 0.0, -0.2], [-1.9, -0.3, 1.3], [1.0, -0.1, -0.5], [0.7, 0.4, -0.7], [0.2, 0.0, 0.0], [1.7, 0.3, -0.8], [-0.9, 0.1, 0.4], [-0.8, -0.4, 0.6], [0.0, 0.0, -0.2], [0.1, 0.0, 0.0], [-0.1, 0.0, 0.1], [-0.2, 0.0, -0.1], [0.1, 0.0, 0.4]], "largest_force_ev_per_a": 2.3, "homo_lumo_gap_ev": 4.264, "energy_ha": -2000.349632, "e_lumo_ev": -2.27}

=====

4.
{"formula": "C10H12EuS3", "method": "ωB97M-V/def2-TZVPD", "species": ["Eu", "C", "C", "C", "C", "C", "C", "C", "C", "C", "H", "H", "H", "H", "H", "H", "H", "H", "H", "H", "H", "H", "S", "C", "S", "S"], "positions_angstrom": [[-0.4996, -0.7114, -1.9898], [0.9475, 2.7844, -1.5358], [0.6717, 1.5657, -0.6907], [1.5843, 0.5134, -0.6307], [1.3557, -0.5951, 0.1856], [2.3618, -1.7110, 0.2825], [0.1870, -0.6426, 0.9388], [-0.7263, 0.4086, 0.9268], [-1.9209, 0.4112, 1.8299], [-0.4836, 1.4870, 0.0786], [0.3178, 2.8165, -2.4286], [1.9867, 2.8076, -1.8628], [0.7448, 3.6973, -0.9756], [2.5358, 0.6049, -1.1434], [1.9189, -2.6478, -0.0564], [2.6728, -1.8572, 1.3185], [3.2498, -1.4972, -0.3122], [0.0119, -1.4884, 1.5923], [-2.7447, -0.1217, 1.3519], [-2.2492, 1.4310, 2.0323], [-1.6981, -0.0858, 2.7735], [-1.1755, 2.3218, 0.0848], [-2.9351, -2.9491, 1.0122], [-2.2545, -2.3634, -0.4532], [-3.0174, -0.9999, -1.2430], [-0.8418, -3.1786, -1.0853]], "forces_ev_per_a": [[-0.1, 0.2, 0.2], [0.0, 0.0, 0.0], [0.1, 0.3, -0.2], [0.4, 0.1, 0.1], [0.3, -0.2, 0.1], [0.0, 0.0, 0.0], [0.0, 0.0, 0.2], [-0.1, 0.1, 0.1], [0.0, 0.0, 0.0], [-0.1, 0.2, 0.0], [0.0, 0.0, 0.0], [0.0, 0.0, 0.0], [0.0, 0.0, 0.0], [0.0, -0.1, -0.1], [0.0, 0.0, 0.0], [0.0, 0.0, 0.0], [0.0, 0.0, 0.0], [-0.1, -0.1, -0.1], [0.0, 0.0, 0.0], [0.0, 0.0, 0.0], [0.0, 0.0, 0.0], [0.0, 0.0, -0.1], [0.2, 0.1, -0.1], [0.3, 0.3, -0.5], [-0.8, -0.2, 0.1], [-0.1, -0.8, 0.1]], "largest_force_ev_per_a": 0.8, "homo_lumo_gap_ev": [4.207, 4.595], "energy_ha": -2292.997548, "e_lumo_ev": [-0.71, -1.26], "multiplicity": 8, "s_squared": 15.805}